# C33H90N3O16P

A 11-piece molecular cluster, C33H90N3O16P overall in a non-equilibrium geometry (ωB97M-V with the def2-TZVPD basis set, the OMol25 dataset).

Properties
Total energy in Eh: -3020.1670
Highest occupied orbital energy in eV: -8.028

Last column: Löwdin charge in e.
Atoms and positions in Å:
H -1.280 -2.523 3.082  0.012
N -1.075 -2.890 2.128  0.080
C -1.296 -1.903 1.159  -0.257
C -1.861 -0.472 1.746  -0.072
C -1.040 -2.323 -0.383  -0.065
C 0.242 -1.563 -1.145  -0.291
C -0.026 -1.937 -2.723  -0.159
P -0.179 -3.747 -3.222  0.741
O -1.687 -4.116 -3.656  -0.381
O 0.345 -4.963 -2.131  -0.225
O 0.767 -3.955 -4.711  -0.227
O 0.065 -0.166 -0.790  -0.124
C -0.179 0.800 -1.808  -0.309
C 1.059 1.277 -2.760  -0.193
C 0.538 2.099 -4.120  -0.111
C -0.637 2.201 -1.001  -0.114
C -2.284 2.030 -0.778  -0.187
C -3.165 2.450 -2.100  -0.185
C -4.795 2.237 -1.801  -0.168
C -5.337 0.737 -2.183  -0.218
O -4.405 -0.360 -1.856  -0.243
C -5.109 -1.587 -1.454  -0.260
C -4.543 -2.966 -2.152  -0.107
C 1.726 -2.078 -0.564  -0.222
C 2.740 -2.365 -1.863  -0.132
N 4.224 -2.441 -1.486  -0.121
C 4.796 -3.685 -2.129  -0.157
N 1.471 -3.357 0.182  -0.108
O 2.387 -4.311 0.014  -0.103
C 2.500 -1.070 0.434  -0.240
C 1.730 -0.597 1.816  -0.065
C 3.149 0.292 -0.199  -0.163
C 4.704 0.470 0.391  -0.242
C 4.793 1.432 1.714  -0.159
H -3.012 -0.325 1.519  0.092
H -1.773 -0.409 2.936  0.079
H -1.245 0.475 1.364  0.063
H -1.045 -3.481 -0.501  0.101
H -1.989 -1.939 -1.001  0.118
H -1.113 -1.504 -2.973  0.132
H 0.692 -1.404 -3.486  0.103
H -0.491 -5.266 -1.629  0.113
H 1.699 -4.146 -4.338  0.078
H -1.110 0.614 -2.531  0.137
H 1.786 0.440 -3.120  0.076
H 1.708 2.057 -2.152  0.115
H 0.125 3.170 -3.799  0.075
H -0.387 1.525 -4.578  0.082
H 1.400 2.292 -4.891  0.074
H -0.166 2.275 0.069  0.100
H -0.368 3.154 -1.648  0.109
H -2.442 0.856 -0.641  0.099
H -2.629 2.584 0.200  0.110
H -2.948 3.552 -2.481  0.114
H -2.935 1.737 -3.021  0.110
H -5.052 2.469 -0.681  0.105
H -5.361 2.990 -2.535  0.120
H -6.385 0.613 -1.624  0.126
H -5.603 0.600 -3.339  0.137
H -4.984 -1.727 -0.288  0.122
H -6.274 -1.564 -1.660  0.121
H -5.313 -3.825 -1.844  0.089
H -3.499 -3.324 -1.747  0.049
H -4.562 -2.934 -3.340  0.097
H 2.704 -1.474 -2.659  0.120
H 2.524 -3.376 -2.407  0.084
H 4.704 -1.589 -1.899  0.094
H 4.524 -4.650 -1.497  0.082
H 5.979 -3.593 -2.095  0.099
H 4.487 -3.809 -3.272  0.088
H 1.356 -3.254 1.206  0.110
H 1.884 -5.192 0.055  0.135
H 3.432 -1.682 0.873  0.146
H 0.939 0.269 1.643  0.080
H 2.577 -0.104 2.497  0.073
H 1.282 -1.471 2.450  0.062
H 3.260 0.313 -1.361  0.061
H 2.580 1.285 0.137  0.120
H 5.261 -0.551 0.526  0.108
H 5.292 1.045 -0.475  0.094
H 4.244 2.472 1.592  0.079
H 5.948 1.706 1.845  0.077
H 4.506 0.881 2.733  0.073
C -5.913 5.365 -0.139  -0.167
O -4.737 4.752 0.358  -0.152
H -5.845 5.433 -1.228  0.075
H -6.782 4.761 0.133  0.078
H -6.007 6.369 0.281  0.075
H -4.826 4.705 1.325  0.076
C -3.639 0.189 5.564  -0.149
O -2.331 -0.353 5.532  -0.149
H -3.585 1.259 5.346  0.064
H -4.257 -0.303 4.809  0.085
H -4.071 0.043 6.557  0.080
H -2.410 -1.302 5.729  0.084
C -2.339 2.809 3.377  -0.170
O -3.355 3.774 3.578  -0.131
H -2.763 1.952 2.850  0.062
H -1.536 3.243 2.777  0.067
H -1.949 2.483 4.345  0.056
H -2.950 4.523 4.048  0.067
C 1.769 -2.048 5.286  -0.164
O 0.361 -2.131 5.170  -0.145
H 2.223 -2.835 4.680  0.083
H 2.109 -1.073 4.928  0.068
H 2.058 -2.184 6.331  0.077
H -0.014 -1.421 5.719  0.066
C -0.698 4.670 6.481  -0.145
O -1.969 4.220 6.049  -0.144
H -0.515 5.665 6.067  0.066
H -0.681 4.723 7.572  0.082
H 0.073 3.983 6.125  0.084
H -2.103 3.335 6.431  0.084
C 4.099 -7.698 -2.836  -0.161
O 4.725 -7.211 -1.663  -0.141
H 4.831 -7.718 -3.647  0.081
H 3.727 -8.710 -2.659  0.077
H 3.273 -7.037 -3.110  0.069
H 4.052 -7.205 -0.962  0.079
C -0.389 -6.284 -7.689  -0.174
O -0.779 -6.063 -6.346  -0.136
H -0.967 -7.118 -8.094  0.076
H -0.585 -5.386 -8.279  0.074
H 0.675 -6.531 -7.724  0.071
H -0.249 -5.318 -6.014  0.032
C 0.572 5.197 1.285  -0.157
O -0.701 5.469 1.842  -0.137
H 1.226 4.805 2.067  0.081
H 0.471 4.453 0.491  0.052
H 0.999 6.119 0.884  0.077
H -1.259 5.815 1.125  0.089
C 1.766 7.543 6.741  -0.159
O 1.694 6.396 5.914  -0.151
H 1.992 7.229 7.763  0.083
H 2.557 8.204 6.382  0.076
H 0.805 8.064 6.727  0.077
H 1.492 6.705 5.014  0.087
C 5.011 0.539 -4.510  -0.146
O 4.621 0.761 -3.168  -0.161
H 4.433 -0.294 -4.916  0.080
H 4.815 1.437 -5.101  0.079
H 6.075 0.292 -4.546  0.080
H 5.151 1.505 -2.835  0.087

# C33H96O15

A 15-piece molecular cluster, C33H96O15 overall in a non-equilibrium geometry (ωB97M-V with the def2-TZVPD basis set, the OMol25 dataset).

Properties
Total energy in Eh: -2443.3360
Highest occupied orbital energy in eV: -9.239
Energy relative to the best compared isomer or geometry (same formula, charge and spin) in kcal/mol: 98.7

Last column: Löwdin charge in e.
Atoms and positions in Å:
C 3.185 2.228 -1.818  -0.149
O 2.506 2.928 -0.828  -0.126
H 4.111 1.784 -1.552  0.060
H 2.518 1.487 -2.204  0.067
H 3.419 2.928 -2.710  0.106
H 3.143 3.441 -0.306  0.061
C -0.509 -5.277 -2.296  -0.065
O -0.366 -3.940 -1.686  -0.153
H -1.357 -5.222 -2.935  0.058
H 0.366 -5.511 -2.921  0.077
H -0.565 -5.997 -1.445  0.095
H 0.215 -3.423 -2.218  0.013
C 5.359 4.406 0.868  -0.157
O 4.257 3.636 1.300  -0.142
H 4.985 5.333 0.437  0.086
H 5.985 4.738 1.728  0.096
H 6.052 4.051 0.196  0.035
H 4.568 2.922 1.958  0.104
C -0.169 3.606 2.442  -0.127
O -0.203 2.201 2.525  -0.144
H -0.374 4.098 1.470  0.085
H -0.947 4.110 3.026  0.083
H 0.768 3.948 2.805  0.062
H 0.339 1.733 1.884  0.026
C 6.728 0.494 -0.260  -0.110
O 5.490 -0.176 0.067  -0.131
H 6.571 1.585 -0.373  0.071
H 7.533 0.307 0.436  0.079
H 7.119 0.141 -1.198  0.074
H 5.396 -0.231 1.018  0.062
C 0.801 -0.122 0.347  -0.124
O 1.503 0.932 0.950  -0.152
H -0.204 0.141 0.098  0.057
H 1.241 -0.496 -0.585  0.083
H 0.710 -0.997 1.048  0.103
H 1.933 1.494 0.245  0.082
C -3.046 2.057 4.070  -0.033
C -3.058 0.688 3.455  -0.481
C -4.458 0.089 3.197  -0.023
O -2.517 0.767 2.158  -0.108
H -3.305 2.646 3.184  0.076
H -2.050 2.319 4.391  0.068
H -3.780 2.263 4.833  0.081
H -2.553 -0.067 4.051  0.107
H -4.324 -0.890 2.781  0.049
H -5.090 0.642 2.561  0.050
H -4.933 -0.020 4.191  0.094
H -1.620 1.256 2.261  0.088
C -1.944 -1.790 -3.836  -0.076
C -1.197 -0.943 -2.875  -0.480
C -1.611 0.575 -2.953  -0.020
O -1.315 -1.526 -1.581  -0.051
H -1.677 -2.871 -3.889  0.078
H -1.895 -1.452 -4.890  0.091
H -3.000 -1.876 -3.648  0.065
H -0.132 -0.975 -3.222  0.108
H -2.673 0.618 -2.778  0.063
H -1.314 0.995 -3.936  0.078
H -1.124 1.156 -2.121  0.076
H -1.038 -2.451 -1.547  0.021
C 2.639 1.799 4.452  -0.048
C 3.522 0.661 4.078  -0.385
C 2.696 -0.677 4.043  -0.010
O 4.129 1.052 2.768  -0.091
H 1.848 1.973 3.722  0.067
H 3.196 2.710 4.435  0.077
H 2.292 1.542 5.448  0.094
H 4.399 0.587 4.640  0.115
H 2.239 -0.787 4.980  0.057
H 3.298 -1.542 3.846  0.070
H 1.882 -0.519 3.372  0.060
H 3.369 1.128 2.204  0.032
C 3.149 -3.243 0.658  -0.050
C 4.365 -3.522 -0.146  -0.515
C 4.499 -4.867 -0.744  -0.051
O 4.490 -2.580 -1.222  -0.064
H 2.282 -3.156 -0.017  0.079
H 3.256 -2.253 1.123  0.069
H 2.933 -3.949 1.489  0.100
H 5.168 -3.293 0.546  0.131
H 4.174 -4.751 -1.761  0.063
H 3.981 -5.756 -0.280  0.101
H 5.562 -5.239 -0.755  0.095
H 4.916 -1.792 -0.896  0.043
C 0.613 3.825 -3.841  -0.041
C -0.089 4.283 -2.592  -0.475
C 0.550 5.536 -2.020  -0.050
O -1.460 4.616 -2.899  -0.060
H 0.781 4.557 -4.640  0.103
H 0.133 3.015 -4.253  0.036
H 1.572 3.453 -3.605  0.037
H -0.046 3.528 -1.766  0.127
H 1.541 5.347 -1.658  0.056
H 0.050 5.866 -1.060  0.103
H 0.602 6.280 -2.750  0.059
H -1.811 3.886 -3.422  0.079
C -2.749 -3.319 3.230  -0.061
C -1.541 -3.651 4.133  -0.466
C -1.391 -2.558 5.224  -0.038
O -1.756 -4.899 4.795  -0.057
H -2.690 -2.346 2.748  0.064
H -3.681 -3.419 3.803  0.093
H -2.829 -4.018 2.414  0.069
H -0.715 -3.679 3.437  0.122
H -1.196 -1.577 4.821  0.057
H -0.583 -2.862 5.844  0.062
H -2.293 -2.561 5.785  0.072
H -2.378 -5.358 4.186  0.094
C 2.679 -0.888 -4.630  -0.053
C 2.089 -2.220 -4.244  -0.432
C 2.858 -3.439 -4.789  -0.046
O 1.961 -2.390 -2.764  -0.115
H 2.153 -0.085 -4.138  0.049
H 2.547 -0.698 -5.730  0.099
H 3.765 -0.810 -4.386  0.094
H 1.048 -2.332 -4.464  0.109
H 2.600 -3.688 -5.812  0.071
H 2.456 -4.267 -4.218  0.063
H 3.969 -3.337 -4.764  0.096
H 2.845 -2.570 -2.356  0.061
C -5.535 2.844 0.638  -0.048
C -4.409 2.477 -0.343  -0.475
C -3.274 3.451 -0.288  -0.054
O -4.023 1.096 -0.139  -0.101
H -5.919 3.813 0.379  0.071
H -5.097 2.850 1.645  0.068
H -6.356 2.100 0.568  0.076
H -4.900 2.523 -1.394  0.162
H -2.960 3.559 0.737  0.064
H -3.594 4.415 -0.704  0.097
H -2.432 3.143 -0.872  0.051
H -3.419 1.152 0.658  0.071
C -7.254 -1.788 -2.034  -0.059
C -6.525 -1.450 -0.723  -0.468
C -5.089 -1.949 -0.806  -0.070
O -6.630 -0.071 -0.303  -0.077
H -6.849 -2.646 -2.612  0.083
H -7.021 -0.980 -2.684  0.057
H -8.346 -1.800 -1.892  0.077
H -6.955 -2.026 0.084  0.121
H -5.011 -3.030 -0.884  0.076
H -4.546 -1.626 0.091  0.071
H -4.463 -1.598 -1.660  0.077
H -5.728 0.311 -0.438  0.044

# C33H97N7O12

A 12-piece molecular cluster, C33H97N7O12 overall in a non-equilibrium geometry (ωB97M-V with the def2-TZVPD basis set, the OMol25 dataset).

Properties
Total energy in Eh: -2601.3992
Highest occupied orbital energy in eV: -8.999
Energy relative to the best compared isomer or geometry (same formula, charge and spin) in kcal/mol: 40.9

Last column: Löwdin charge in e.
Atoms and positions in Å:
C 1.384 1.535 -4.151  -0.146
O 1.978 0.296 -4.160  -0.227
C 2.789 0.049 -5.318  -0.153
C 3.633 -1.254 -5.350  -0.378
C 4.746 -1.232 -4.257  -0.065
N 4.377 -1.377 -6.635  0.020
H 2.123 2.327 -4.274  0.075
H 0.851 1.722 -3.218  0.080
H 0.681 1.753 -4.955  0.094
H 2.049 0.030 -6.118  0.120
H 3.413 0.920 -5.516  0.128
H 3.092 -2.192 -5.221  0.119
H 5.305 -2.168 -4.263  0.072
H 4.226 -1.163 -3.302  0.059
H 5.478 -0.433 -4.372  0.080
H 5.114 -0.691 -6.714  0.063
H 4.932 -2.216 -6.540  0.061
C 2.115 -4.313 -1.718  -0.068
O 0.924 -3.522 -1.897  -0.256
C 0.732 -3.149 -3.250  -0.166
C -0.378 -2.148 -3.374  -0.433
C -0.703 -1.820 -4.769  -0.050
N -0.206 -0.885 -2.694  0.089
H 1.886 -5.343 -1.992  0.092
H 2.462 -4.254 -0.686  0.086
H 2.939 -4.012 -2.365  0.085
H 1.687 -2.767 -3.613  0.108
H 0.542 -4.058 -3.821  0.138
H -1.307 -2.574 -2.996  0.146
H -0.853 -2.719 -5.366  0.093
H 0.120 -1.299 -5.258  0.076
H -1.523 -1.127 -4.953  0.080
H 0.584 -0.470 -3.167  0.047
H 0.143 -1.094 -1.769  0.065
C -0.700 -4.685 4.133  -0.085
O 0.150 -5.078 3.041  -0.181
C 0.367 -4.062 2.050  -0.152
C -0.825 -3.765 1.090  -0.426
C -1.219 -5.035 0.310  -0.024
N -0.519 -2.690 0.213  0.040
H -0.815 -5.594 4.724  0.090
H -1.701 -4.372 3.839  0.072
H -0.239 -3.885 4.712  0.080
H 0.682 -3.132 2.524  0.106
H 1.202 -4.362 1.417  0.118
H -1.761 -3.380 1.494  0.098
H -2.129 -4.811 -0.246  0.072
H -1.352 -5.846 1.026  0.081
H -0.417 -5.227 -0.403  0.068
H -1.266 -2.490 -0.436  0.080
H 0.190 -3.086 -0.387  0.037
C 2.487 6.471 1.135  -0.094
O 3.426 5.412 1.254  -0.203
C 3.133 4.165 0.609  -0.180
C 3.234 4.274 -0.934  -0.429
C 3.067 2.980 -1.699  -0.059
N 4.482 4.904 -1.382  0.049
H 2.806 7.295 1.774  0.090
H 1.491 6.089 1.361  0.076
H 2.472 6.919 0.142  0.082
H 3.910 3.458 0.897  0.100
H 2.159 3.830 0.966  0.094
H 2.386 4.918 -1.166  0.120
H 3.848 2.278 -1.407  0.087
H 3.161 3.083 -2.780  0.062
H 2.042 2.652 -1.525  0.066
H 4.853 5.587 -0.737  0.062
H 5.255 4.261 -1.284  0.065
C 5.275 1.142 2.517  -0.061
O 4.498 0.050 1.929  -0.189
C 3.135 0.291 2.037  -0.199
C 2.449 -0.853 1.183  -0.374
C 2.814 -0.795 -0.302  -0.039
N 1.035 -0.597 1.354  0.041
H 5.128 1.158 3.597  0.084
H 4.983 2.127 2.155  0.062
H 6.338 0.963 2.353  0.085
H 2.795 0.255 3.072  0.121
H 2.925 1.243 1.549  0.107
H 2.734 -1.846 1.529  0.130
H 2.418 0.074 -0.828  0.066
H 2.435 -1.645 -0.868  0.050
H 3.900 -0.816 -0.391  0.078
H 0.502 -1.392 1.032  0.017
H 0.913 -0.658 2.355  0.028
C -5.984 -2.957 3.780  -0.093
O -5.622 -2.428 2.490  -0.205
C -4.826 -3.256 1.600  -0.162
C -4.665 -2.520 0.270  -0.418
C -3.836 -1.261 0.434  -0.063
N -5.966 -2.161 -0.316  0.034
H -6.467 -2.194 4.390  0.082
H -5.124 -3.168 4.415  0.074
H -6.656 -3.814 3.733  0.085
H -3.841 -3.389 2.047  0.095
H -5.266 -4.253 1.556  0.124
H -4.354 -3.173 -0.546  0.130
H -4.497 -0.569 0.957  0.076
H -3.658 -0.745 -0.509  0.066
H -2.958 -1.374 1.070  0.055
H -6.443 -1.548 0.329  0.062
H -5.876 -1.642 -1.178  0.065
C -2.881 2.423 3.189  -0.091
O -2.230 1.520 4.071  -0.173
C -2.159 0.176 3.599  -0.203
C -1.206 -0.723 4.301  -0.413
C -1.512 -0.861 5.780  -0.062
N 0.238 -0.360 4.225  0.064
H -3.054 3.400 3.640  0.088
H -3.942 2.212 3.053  0.085
H -2.330 2.498 2.252  0.066
H -3.148 -0.272 3.503  0.127
H -1.833 0.255 2.562  0.108
H -1.422 -1.705 3.881  0.114
H -1.494 0.073 6.341  0.088
H -0.770 -1.564 6.159  0.074
H -2.461 -1.384 5.895  0.078
H 0.230 0.617 3.971  0.048
H 0.537 -0.249 5.184  0.065
C -2.781 1.288 -3.975  -0.148
O -2.774 0.147 -3.100  -0.162
H -2.041 1.277 -4.775  0.063
H -3.715 1.327 -4.536  0.075
H -2.724 2.194 -3.372  0.069
H -1.872 -0.140 -2.940  -0.012
C -0.900 4.813 0.001  -0.185
O -1.364 6.108 -0.191  -0.097
H -0.947 4.320 -0.970  0.081
H 0.161 4.692 0.223  0.044
H -1.507 4.306 0.751  0.074
H -1.121 6.333 -1.092  0.079
C 1.250 3.502 3.795  -0.124
O 0.971 2.567 4.844  -0.138
H 1.421 4.497 4.205  0.084
H 2.109 3.097 3.261  0.067
H 0.398 3.503 3.114  0.071
H 0.161 2.871 5.259  0.073
C -4.625 2.333 -0.940  -0.202
O -5.413 2.352 -2.066  -0.098
H -4.356 3.370 -0.739  0.085
H -5.099 2.052 0.001  0.074
H -3.757 1.700 -1.127  0.048
H -5.600 1.444 -2.318  0.078
C -0.951 1.428 -0.204  -0.167
O 0.104 1.941 0.590  -0.163
H -0.695 1.480 -1.263  0.059
H -1.076 0.359 -0.028  0.057
H -1.838 1.973 0.119  0.052
H 0.586 1.136 0.793  -0.003

Among the records above, which one has the lowest highest occupied orbital energy? C33H96O15

The highest highest occupied orbital energy belongs to which entry? C33H90N3O16P

The highest highest occupied orbital energy belongs to which entry? C33H90N3O16P